Entry 1:
124
Properties=species:S:1:pos:R:3 method="wB97M-V/def2-TZVPD" homo_ev=-10.050 de_lowest_kcal_mol=0.0 homo_lumo_gap_ev=9.266 e_tot_ha=-9612.57208
Br 2.61479 -1.24233 1.15447
V 0.72687 0.30221 0.51352
S -2.27753 0.79432 3.17081
S -5.31818 -0.96684 -0.46195
S 3.51552 2.23767 -1.19561
S -1.41467 2.90901 -1.51294
S 2.61252 1.03738 5.39887
S -3.58773 -1.81969 -6.21183
S 0.15717 -5.79613 -2.91503
S 1.56836 -0.80575 -3.00419
O 3.11865 1.96517 6.38566
O 2.89881 -0.45936 5.88512
O -3.15543 -3.18372 -6.18689
O -3.45532 0.19403 3.76678
O -0.79239 -6.85856 -3.18562
O 1.34725 -5.97637 -2.12357
O -6.22079 -1.81248 0.26677
O 2.35309 1.77005 -0.49811
O -0.55759 -0.66283 0.53654
O -0.63463 1.88229 -0.84567
O -1.59227 2.83972 -2.94128
O -2.68158 -0.92576 -5.22517
O -3.68721 -1.01094 -7.41331
O 1.05798 -2.02305 -3.60326
O -5.24770 -1.00409 -1.90975
O -5.74673 0.56616 -0.10396
O -2.30229 1.28529 1.82535
O 0.98241 -0.37526 -1.76129
O 1.21948 1.08278 4.99291
O 0.67851 1.42872 1.64162
O 3.93013 3.65849 -0.52245
O -1.12059 -0.33339 3.25793
O 3.43635 2.42724 -2.60835
O -0.70512 -4.54090 -2.31935
O 3.17813 -0.85321 -2.85407
O -0.82688 4.34772 -1.10951
C 3.61637 3.92167 0.85657
C 0.09318 5.83061 0.53462
C -5.85576 0.99620 1.24188
C -2.21675 -0.37227 -2.92170
C -2.37910 -1.51000 -3.95961
C -0.35210 -4.29601 0.07646
C -6.25846 2.46682 1.19336
C 4.12621 -0.78517 6.53381
C -5.17754 -1.66471 -5.36208
C 0.62900 -5.09196 -4.53705
C -1.13296 -1.21535 4.36628
C 3.66837 5.40658 1.07511
C 5.19408 -2.02365 -3.30202
C -1.61318 2.09965 4.20613
C 3.78400 -2.14889 -2.76497
C 4.31156 -2.30002 6.46748
C -0.01292 -2.21667 4.17073
C 3.67746 1.06335 3.91496
C -2.96543 2.97082 -0.67989
C 1.42093 0.52904 -4.22215
C 4.96359 1.24148 -0.79582
C 0.13597 4.43996 -0.03533
C -0.11068 -3.71391 -1.30205
C -3.69368 -1.03578 0.29493
H 0.88602 -5.99696 -5.08499
H -5.13752 -0.85343 -4.64587
H -3.59573 3.71890 -1.15803
H -1.99837 -0.78929 -1.93842
H -3.40111 1.97438 -0.69966
H 5.19919 -2.58955 7.02709
H -5.42744 -2.60497 -4.87158
H 0.25680 -5.16200 0.33350
H 5.76641 -1.29377 -2.72696
H 4.67789 5.82773 1.10134
H 4.22665 3.35525 1.56390
H 4.18540 0.11026 3.82551
H -0.21251 -4.55543 -4.95626
H 0.93864 -1.77297 3.87279
H 0.39222 0.53553 -4.57537
H -2.39598 2.81078 4.47051
H -0.75895 2.59355 3.75880
H -5.34134 3.04021 1.02651
H 2.58349 3.61635 1.05223
H -0.93770 6.11801 0.75751
H 0.45219 6.63728 -0.10285
H -1.38990 -4.63544 0.12481
H 1.50966 -4.50648 -4.30149
H 3.74979 -2.58334 -1.76462
H 5.11012 -1.72679 -4.34697
H 3.21608 5.57632 2.05210
H 3.46993 -2.83682 6.91349
H 0.64934 5.81522 1.47298
H -0.00749 3.67190 0.72821
H -3.18208 -1.95390 0.00285
H 3.24365 5.93469 0.22122
H 2.13125 0.32250 -5.01675
H 2.93037 1.15606 3.12148
H 0.95660 -3.57194 -1.47501
H -3.18231 0.12205 -2.81940
H 1.09393 4.21372 -0.51433
H 3.28509 -2.82488 -3.46492
H 0.26417 -2.79949 5.04970
H -3.23377 -2.07804 -3.58600
H -5.92529 -1.55604 -6.14486
H 5.83534 1.87761 -0.67204
H 4.99150 -0.27255 6.10838
H -1.40876 0.26449 -3.26801
H -0.20014 -3.50956 0.81909
H -2.09113 -1.73369 4.39292
H -1.49061 -2.13704 -3.93635
H -5.05521 0.78588 1.95274
H -6.91217 2.68792 0.35259
H -1.33873 1.61577 5.14184
H 5.75213 -2.95671 -3.23776
H -6.75605 2.75586 2.11685
H -3.89526 -1.17803 1.35640
H 5.06656 0.57177 -1.64241
H 4.06692 -0.47193 7.57596
H -6.72708 0.48691 1.68046
H -0.34160 -2.89979 3.38268
H -0.66545 -2.78082 -1.40290
H 1.64173 1.46019 -3.70858
H -2.88481 3.24050 0.37123
H -3.06804 -0.18187 0.06983
H 4.72870 0.76718 0.15618
H 4.35421 1.90682 4.01034
H 4.31503 -2.73449 5.46661
H -0.88797 -0.69298 5.29894

***

Entry 2:
128
Properties=species:S:1:pos:R:3 method="wB97M-V/def2-TZVPD" homo_ev="-14.095 / -13.817" s2=8.7566 multiplicity=6 homo_lumo_gap_ev="6.521 / 6.229" e_tot_ha=-7864.59410 total_charge=+2
Fe 0.24359 0.39413 0.13658
S 5.01127 -2.07443 0.98141
S 0.92392 -0.33496 3.45355
S -0.93588 3.27630 -1.48437
S -4.74738 -2.37175 -2.98473
S 3.28615 2.13989 0.11687
S 1.39210 1.06651 -4.42109
S -2.72910 1.02847 1.90468
S -2.28776 -5.07676 1.67214
P -0.19021 -1.58951 -1.06094
O 4.99634 -2.08454 2.61882
O 0.22395 0.95796 -5.22125
O 2.02227 1.35716 0.04701
O -1.40021 0.99336 1.25762
O -3.75536 0.91385 0.65471
O 1.31915 1.74310 -3.14465
O -5.00480 -2.14429 -1.56278
O 0.99858 0.18125 2.10800
O 0.49983 -1.74279 3.73632
O -0.42462 -2.86963 -1.86856
O -2.63738 -4.08639 2.69605
O 6.25155 -1.35415 0.66752
O 1.20074 -0.92666 -0.85174
O -0.16674 0.66373 4.21753
O -0.61989 -5.36173 1.74507
O 3.66094 -1.46775 0.63710
O -2.24891 3.86140 -0.65583
O -0.28464 2.29517 -0.57888
O -0.16902 4.42585 -2.02720
O -3.10253 1.97479 2.94521
O -0.51153 -1.35893 0.42797
O -2.88448 -6.42430 1.57163
O 3.23954 3.55515 -0.24832
O -5.86228 -1.55568 -3.91907
O 3.86981 1.93554 1.66857
O -4.62855 -3.70631 -3.49856
O -0.69949 -0.16235 -1.40012
O 2.64136 1.67766 -5.31121
C -0.42633 0.60314 5.64933
C -1.74875 1.30417 6.09523
C -5.15433 0.96401 0.81858
C -7.52212 -0.02851 -4.44652
C 5.06087 -3.92728 0.70906
C 0.32071 -4.25535 1.55691
C -2.84991 5.10580 -1.01294
C 4.64229 1.37118 -0.80108
C -2.05759 6.24231 -0.27695
C 2.52085 -0.03059 4.27658
C 2.22109 -0.64445 -4.25088
C -2.46150 -4.18684 0.07417
C -5.78880 1.82607 -0.36275
C -6.76019 -0.67217 -3.24924
C 2.53684 1.45687 -6.66350
C 5.90511 -1.81386 4.70728
C -3.17560 -0.70684 2.55770
C -1.99389 2.52067 -2.81822
C 6.25900 -1.78251 3.20550
C 1.49540 -4.47734 2.47577
C -3.28786 -1.51145 -3.54241
C 4.93464 2.71234 3.71980
C 1.78542 2.60840 -7.44977
C 4.84246 2.80337 2.11097
Li 2.62214 -2.14407 -1.17294
Li 0.80346 -4.22036 -2.11369
H 5.38388 -2.70507 5.05678
H -3.04087 -1.39517 1.72334
H -0.23376 -3.35794 1.83138
H -1.80491 1.49147 7.16755
H -2.61471 0.80373 5.66192
H 1.53434 -1.30008 -3.71552
H -1.74367 2.30925 5.67347
H 3.51536 1.28954 -7.11361
H -0.57828 -0.41323 6.01265
H 5.80885 2.67378 1.62372
H -3.18404 -1.70321 -4.61037
H 2.78071 0.92453 3.82013
H -4.24121 -0.79356 2.76999
H 4.51075 3.79019 1.78805
H 1.97247 0.54383 -6.85313
H 1.99307 -3.54648 2.74769
H -6.86429 1.65564 -0.41149
H 5.85892 -4.25474 1.37539
H 2.19241 -5.14297 1.96664
H -2.56058 -0.97987 3.41520
H -5.64177 2.89018 -0.17799
H -5.38272 1.43954 1.77241
H 5.47003 2.07950 -0.83610
H -6.19785 0.14427 -2.79615
H 0.65210 -4.12445 0.52678
H -2.38783 7.25758 -0.49666
H -1.75487 -4.62854 -0.62844
H -2.91915 2.09772 -2.42693
H 6.79069 -1.76968 5.34123
H 5.72268 2.00305 3.97278
H -2.14700 6.20757 0.80883
H -8.23019 0.70018 -4.05190
H -5.46665 -0.07999 0.79394
H -3.59359 -0.47350 -3.41092
H 2.46794 -1.14049 -5.18956
H -8.00806 -0.86375 -4.95084
H -3.88228 5.04863 -0.66791
H 2.33456 -0.11616 5.34713
H -2.28327 -3.11156 0.08433
H -7.48535 -1.15462 -2.59388
H -5.33212 1.64573 -1.33590
H 5.31703 3.72408 3.85491
H -2.86000 5.13310 -2.10255
H 3.19030 -0.80920 3.91092
H -1.55470 1.60340 -3.21043
H -1.02533 6.21529 -0.62595
H 2.48021 3.44759 -7.48327
H 5.36249 -0.89246 4.91872
H -2.31408 -1.75547 -3.11778
H 4.25856 1.35289 -1.82114
H 4.92081 0.44822 -0.29248
H -6.86719 0.50099 -5.13847
H -2.10995 3.13602 -3.71040
H 4.08183 -4.33715 0.95722
H 6.66969 -0.82183 2.89478
H 0.81744 2.81493 -6.99319
H 1.66033 2.20495 -8.45459
H -3.50790 -4.38409 -0.15871
H 0.38590 1.03195 6.23626
H 3.97663 2.62088 4.23162
H 5.26827 -4.01381 -0.35752
H 1.16324 -4.88346 3.43119
H 3.13702 -0.57017 -3.66466
H 6.92595 -2.57258 2.86045

***

Entry 3:
120
Properties=species:S:1:pos:R:3 method="wB97M-V/def2-TZVPD" homo_ev=-10.624 de_lowest_kcal_mol=116.8 homo_lumo_gap_ev=10.586 e_tot_ha=-5943.82390
S -2.86417 -1.26813 5.86665
S 0.56689 -2.02153 0.28730
S -7.34530 5.80662 -0.30903
S 4.43538 -2.11104 -2.82439
S 3.39159 -0.19075 4.28136
S -3.82761 -0.54134 -1.76489
S 3.63196 -7.30026 -0.52079
S -1.22239 5.84185 -1.67224
O -6.52780 4.43888 -0.63566
O 3.51751 1.27003 4.54732
O 0.51674 -0.37316 0.69726
O 3.75748 -1.19980 5.29147
O 0.26312 6.57110 -1.43268
O 1.71826 -2.54973 0.94931
O 3.36828 -6.59880 -1.75024
O -3.58354 -1.06713 -0.47191
O 4.98063 -2.10102 -4.21958
O -3.46119 -1.72189 -2.88163
O 4.05475 -0.58516 2.77972
O -3.19471 0.68046 -2.22554
O 2.60992 -7.90754 0.33532
O 0.35408 -2.13264 -1.16758
O 4.57516 -6.32361 0.39924
O -2.75918 0.06120 4.82408
O 3.93594 -0.86294 -2.18102
O -2.08706 5.93630 -0.53430
O -8.68305 5.48759 0.09959
O -1.74701 -1.04912 6.80061
O -6.53956 6.76522 0.47737
O -4.27729 -1.35644 6.26372
O -1.03512 4.63056 -2.45708
O 5.56641 -2.85462 -1.88054
C -3.87949 0.17315 3.94987
C 5.01074 -8.54587 -0.87503
C 4.06912 -4.95312 0.51592
C -1.91084 7.08049 -2.90622
C 3.20787 -3.41003 -2.70707
C -3.11877 -1.40083 -4.24037
C -7.38621 6.46209 -2.01749
C -3.50583 1.24852 2.91065
C -0.53300 0.27458 -0.02960
C 6.87169 -2.30621 -1.84549
C 7.78843 -3.05073 -2.86653
C -5.65117 -0.40720 -2.00944
C 5.32007 1.06817 1.54063
C 1.57279 -0.49910 3.69882
C 0.82752 6.47341 -0.06516
C -5.14095 4.47067 -0.54937
C -1.55024 -1.32654 -4.23536
C 1.41199 5.11500 0.06737
C 4.06967 0.23617 1.58364
C -0.39499 1.76467 0.19522
C -1.03482 -2.76062 1.02670
C -4.55215 3.11422 -0.85675
C 4.23373 -4.57751 1.98345
C -2.47316 -2.71464 4.78253
H 5.09682 -9.19447 -0.00324
H -3.47597 3.28722 -0.85428
H -1.17079 -2.25386 -4.66453
H -4.59633 5.10171 -1.25170
H 6.93769 -1.23681 -2.04580
H 5.35959 1.65068 2.46107
H -2.70948 0.88344 2.26208
H 8.84674 -2.79128 -2.83894
H -6.21704 -0.38856 -1.07802
H -3.37850 -2.96797 4.23091
H -1.57480 -2.37547 4.26675
H -4.72991 4.74847 0.42118
H 2.19804 5.24468 0.81128
H -1.25894 -0.57939 -4.97361
H -5.64535 0.56627 -2.49977
H -0.36562 0.06016 -1.08511
H 5.27371 -4.45607 2.28644
H 4.08841 -0.56992 0.85018
H 3.06035 -3.52702 -1.63345
H 3.14738 0.80281 1.45560
H -2.92809 6.81836 -3.19708
H 1.64840 7.19005 -0.09104
H -1.50992 -0.01980 0.35389
H 3.60445 -4.30663 -3.18345
H -4.42894 1.58513 2.43877
H -3.19522 2.14841 3.44152
H -1.78462 8.01774 -2.36427
H -4.74819 0.53964 4.49681
H -4.96948 2.35226 -0.19846
H 7.62959 -4.08127 -2.54894
H 6.01913 -8.14381 -0.97302
H -1.06551 -1.22665 -3.26419
H -0.97447 -2.69395 2.11299
H -6.39205 6.76012 -2.35056
H 5.40496 1.72578 0.67551
H -3.62063 -0.49017 -4.56740
H 0.96033 -0.12688 4.52006
H -3.47372 -2.08050 -5.01507
H 6.16504 0.38828 1.43162
H 3.82498 -5.35424 2.62976
H -7.96385 7.38642 -2.01066
H 4.74484 -9.04878 -1.80480
H 3.74028 -3.64592 2.26048
H -1.08618 2.27683 -0.47416
H -0.67690 2.10108 1.19294
H 0.71110 4.39037 0.48181
H 4.48054 -4.20683 -0.16370
H 7.47756 -2.93960 -3.90533
H 0.00355 6.62651 0.63179
H 2.25260 -3.04839 -3.08758
H -4.80723 2.75145 -1.85245
H 2.99276 -4.82941 0.39660
H 1.44125 -1.56459 3.51031
H 0.59743 2.17185 0.00182
H -1.95274 -2.22460 0.78542
H 1.72271 4.70686 -0.89439
H 7.30944 -2.31661 -0.84730
H -1.24626 -3.77632 0.69244
H -7.84991 5.73179 -2.68063
H -1.21404 7.12026 -3.74347
H -2.43478 -3.55392 5.47696
H -5.92268 -1.20525 -2.70046
H 1.40268 -0.01555 2.73687
H -4.11515 -0.79603 3.51028

***

Entry 4:
96
Properties=species:S:1:pos:R:3 method="wB97M-V/def2-TZVPD" homo_ev=-9.245 de_lowest_kcal_mol=46.8 homo_lumo_gap_ev=9.532 e_tot_ha=-1554.66283
O -1.88240 6.22506 -1.87689
O 4.08345 0.89583 -0.77364
O 1.45497 -0.69037 4.07586
O 0.81467 -2.19155 -4.40338
O -3.51222 -3.48857 3.26416
O 2.00319 0.02112 1.02851
O 0.04090 0.24450 -3.64724
O -5.10878 0.03802 -0.91916
C 1.20967 0.95366 -3.87148
C 4.78707 2.37472 0.97440
C 2.61035 -0.76435 4.90728
C -5.63629 0.80869 1.30164
C 0.98393 -2.95985 -2.10105
C -1.65104 -4.58061 2.21733
C -3.45883 4.81319 -0.84028
C -0.96990 4.61278 -0.42531
C -0.01991 1.35711 0.49469
C 4.41763 2.23650 -0.53632
C 0.99456 2.30968 -3.16034
C 3.92385 -0.51137 4.02422
C -5.21091 -0.38180 0.48635
C -3.83034 -0.94807 0.85070
C -3.12777 -4.33904 2.18417
C 2.43773 0.26108 5.96807
C -2.16843 5.57274 -0.70448
C -3.96407 -5.60859 2.27589
C 1.33348 -3.23230 -3.56537
C 0.63987 -4.53106 -4.12094
C 5.49284 2.65320 -1.52682
C -0.10696 -1.11301 0.82612
C 0.77308 0.03542 0.38648
C 1.50867 1.11918 -5.40514
H -3.56084 4.14732 0.01664
H -3.86325 -6.24280 1.39514
H -0.09626 -2.93803 -1.95673
H 2.12765 0.52657 -3.46773
H -0.49444 -0.90623 1.82372
H 1.85034 2.97954 -3.24420
H 2.55378 1.41837 -5.48466
H 4.93928 3.42581 1.21964
H 2.47623 1.23124 5.47268
H 1.32475 -2.00106 -1.71034
H -3.80833 -6.08879 3.24194
H 1.41514 -3.77913 -1.52577
H -5.90195 -1.22163 0.55881
H 1.48324 0.13769 6.47976
H 3.52695 2.79921 -0.81584
H 1.75514 -0.18429 1.93287
H -5.01356 -5.31425 2.28072
H 3.40024 0.63653 -0.15108
H 0.69031 -1.01856 4.55459
H -3.48933 4.14407 -1.70018
H -0.98554 -1.14800 0.18194
H -1.36313 -5.16166 3.09345
H -3.05701 -0.18085 0.81255
H 0.68561 -4.62126 -5.20624
H 0.91477 2.27492 -2.07382
H 6.40829 2.06375 -1.47566
H 0.88290 1.89034 -5.85438
H -3.76182 -1.31854 1.87352
H -5.90990 0.49665 -1.18272
H 3.73613 0.30205 3.32335
H 5.67505 1.79231 1.22014
H 3.99820 1.99830 1.62562
H -1.43812 -5.15943 1.31859
H 1.37365 0.18745 -5.95446
H 4.72195 -0.19777 4.69712
H 5.81268 3.63937 -1.19024
H 0.30488 -0.67029 -3.77002
H -0.40610 1.56737 1.49206
H 4.28540 -1.36703 3.45394
H 0.69353 2.12583 0.19774
H -6.61488 1.15122 0.96527
H -1.05900 -3.66623 2.25595
H 1.06452 -5.41785 -3.65044
H 2.75125 -1.75971 5.32861
H 0.30929 -2.11383 0.71132
H 0.17164 2.93102 -3.51366
H 5.16466 2.70956 -2.56471
H 1.07716 -2.46631 -5.28497
H -4.28483 5.52424 -0.82463
H 2.40022 -3.32074 -3.77117
H -0.42485 -4.46806 -3.89623
H -3.52444 -1.70404 0.12749
H -2.19980 6.23893 0.15767
H -3.39897 -3.74285 1.31291
H 3.27826 0.11549 6.64661
H -5.71023 0.48671 2.34038
H -2.97021 -3.68902 4.03074
H -0.01149 5.09189 -0.62533
H -4.95965 1.65625 1.19260
H -1.14753 3.66428 -0.93216
H -0.84152 4.36072 0.62734
H 1.09410 -0.00951 -0.65421
H -2.08823 5.66758 -2.63085
H -0.82427 1.30294 -0.23891